{"formula": "C6H8N2", "method": "ωB97M-V/def2-TZVPD", "orbital_gap_ha": 0.3600, "e_above_lowest_kcal_mol": 67.7, "e_tot_ev": -9328.77369, "species": ["N", "N", "C", "C", "C", "C", "C", "C", "H", "H", "H", "H", "H", "H", "H", "H"], "positions_angstrom": [[0.069, 2.020, -1.982], [0.987, 0.617, -0.393], [-1.392, -1.094, -2.287], [0.118, 0.878, -1.436], [0.674, 0.136, 0.718], [-0.808, -0.219, -1.686], [-0.878, -0.189, 1.057], [1.680, -0.294, 1.722], [-0.580, 2.059, -2.765], [-0.925, -0.067, 2.138], [2.671, 0.046, 1.434], [1.688, -1.384, 1.790], [1.415, 0.106, 2.702], [-2.021, -1.888, -2.585], [-1.639, 0.514, 0.727], [-1.059, -1.243, 0.844]], "forces_ev_per_a": [[0.58, -0.11, -0.38], [1.90, 0.52, -0.33], [0.15, 0.68, 1.20], [-1.43, 0.21, 1.17], [-3.36, -0.69, -0.28], [0.17, -0.51, -2.32], [2.24, 0.48, 1.47], [0.08, 0.22, 0.14], [-0.19, -0.17, 0.27], [-0.06, -0.31, 0.31], [0.03, 0.02, -0.02], [-0.08, -0.01, 0.04], [0.09, -0.08, 0.02], [-0.13, -0.28, -0.30], [0.27, -0.20, -0.79], [-0.26, 0.24, -0.22]]}